[1]
Computed, not measured: a molecular structure, C6H8O6Pr in a non-equilibrium geometry, with ωB97M-V/def2-TZVPD.

```
21
Properties=species:S:1:pos:R:3:forces:R:3:lowdin_charge:R:1
Pr 2.1870 1.5798 1.4681 -0.8 -1.1 -1.6 2.1410
O -0.0495 1.4512 0.2258 0.7 1.4 2.0 -0.0603
O 4.4278 -1.5191 0.2395 -1.3 2.0 1.1 0.2381
O -1.5941 0.5466 1.5854 0.8 0.7 0.5 0.0946
O -2.1783 1.3189 -0.3798 0.6 0.8 0.3 0.1304
O 3.7794 0.2045 1.5685 -0.4 2.3 2.2 -0.1359
O 2.6908 -0.1396 -0.2611 -0.2 1.9 2.1 -0.1623
C -1.2466 1.2511 0.5353 0.2 -2.7 -2.0 -0.5214
C 2.1009 -0.9917 -1.2515 -0.4 -1.1 -1.3 -0.1864
C -3.3403 0.5750 0.0448 -0.7 -0.1 0.1 -0.0304
C 3.7522 -0.5730 0.5594 1.7 -4.5 -3.6 -0.6533
C 0.8356 -0.3673 -1.7124 0.2 -0.3 -0.7 0.0989
C -2.9047 -0.0227 1.3894 -0.8 -0.2 0.2 -0.0362
H 2.8403 -1.0831 -2.0643 -0.2 0.0 0.2 0.1575
H -2.8019 -1.1126 1.3684 0.1 0.3 0.1 0.1503
H 0.8958 0.4922 -2.3832 -0.2 -0.2 0.3 0.0874
H -3.5454 -0.1822 -0.7180 0.0 0.3 0.1 0.1524
H -3.5372 0.2820 2.2280 0.2 -0.1 -0.2 0.1506
H -0.0619 -0.9862 -1.7346 0.2 0.3 0.0 0.0829
H 1.9295 -1.9954 -0.8380 0.2 0.4 0.1 0.1502
H -4.1794 1.2717 0.1301 0.2 -0.2 -0.1 0.1520
```
Positions in Å, forces in eV/Å.

Calculated values
M (g/mol): 317.032
Net charge: +2
2S+1: 4
Energy above the lowest of the compared OMol25 structures with the same formula, charge and spin (eV): 0.000
HOMO energy (alpha / beta) (eV): -15.61 / -18.07
Lowest unoccupied orbital energy (alpha / beta) (eV): -10.893 / -9.373

---

[2]
Computed, not measured: a molecular structure, C36H46B2F4MnN6O4S2Si2Te, with ωB97M-V/def2-TZVPD.

```
104
Properties=species:S:1:pos:R:3:forces:R:3:lowdin_charge:R:1
Te 1.4259 -1.2818 3.1161 -0.1 0.0 0.1 1.6342
Mn 0.6475 0.9063 -1.9170 0.1 0.8 0.0 0.7998
S -0.4932 5.3575 0.1463 0.0 -0.1 0.1 1.0445
S -5.1860 -5.0473 -3.9623 0.0 0.1 -0.2 1.0903
Si 1.6355 -4.0421 4.9812 0.0 0.0 0.0 0.4093
Si 2.4144 1.6394 4.4198 0.0 0.0 0.0 0.4172
F 3.7487 -0.7264 -1.0205 0.0 0.0 0.0 0.2085
F -0.9354 2.6395 -3.8156 0.1 0.0 0.0 0.1588
F 2.4642 -2.0384 0.3988 0.0 -0.1 0.1 0.1055
F 0.1923 3.0227 -5.8128 0.0 0.0 0.0 0.2341
O 2.1664 0.2582 0.4296 -0.1 0.0 0.0 -0.0604
O 0.3298 0.9291 -4.8172 0.0 0.0 0.0 0.1200
O 1.3858 3.0283 -3.8411 0.0 0.0 0.0 0.1049
O 1.5760 -1.0649 -1.6223 0.0 0.0 0.0 0.0031
N -1.9681 -1.5071 -1.7984 0.0 0.1 0.0 -0.0966
N -1.4664 1.3017 -1.2355 0.1 -0.2 0.0 0.0712
N 0.2762 -1.3008 -1.2626 0.0 -0.5 0.1 0.1237
N 1.8832 1.3008 -0.4357 0.0 -0.2 0.0 -0.0248
N 1.5925 2.5072 -2.6346 0.0 -0.2 -0.1 0.0103
N 0.1311 0.2781 -3.6840 -0.3 -0.1 0.0 -0.0304
C 2.5120 3.0145 -1.8885 0.0 0.1 -0.1 -0.1926
C 4.1040 0.9647 4.0071 0.0 0.0 0.0 -0.1799
C -4.6401 1.5722 -3.1128 0.0 0.0 0.0 0.0288
C -2.7300 6.0719 -0.8425 -0.1 0.0 0.0 -0.0946
C -4.6085 -6.5989 -4.3544 0.0 -0.1 0.2 -0.3768
C 2.3980 2.5680 6.0254 0.0 0.0 0.0 -0.1657
C -3.2779 -6.7330 -4.0926 0.0 0.0 -0.1 -0.1545
C -3.6148 -4.5158 -3.5007 -0.1 -0.1 0.1 -0.4948
C 0.2778 -3.2968 6.0217 0.0 0.0 0.0 -0.1844
C 0.9363 -5.0295 3.5610 0.0 0.0 0.0 -0.1746
C -2.3078 -2.8687 -2.2750 0.1 0.0 0.1 0.0153
C 2.7866 2.1830 -0.6780 0.0 0.0 0.1 -0.1930
C -3.3137 3.2533 -1.9072 -0.1 0.1 0.0 0.0820
C -2.5765 0.9421 -1.9453 0.0 0.0 0.1 -0.1366
C -3.3753 -3.1430 -3.0595 -0.1 0.1 0.0 -0.2165
C 1.7364 2.6506 3.0028 0.0 0.0 0.0 -0.1675
C -1.9586 4.9556 -0.6777 0.1 0.0 -0.1 -0.4722
C 1.2087 0.1552 4.6297 0.0 0.0 0.0 -0.5367
C -1.3371 2.5503 -0.8381 0.0 0.0 0.1 -0.0793
C -0.9507 6.9940 0.3030 0.1 0.0 -0.1 -0.3854
C 2.6402 -2.5955 4.1985 0.1 0.0 -0.1 -0.5237
C -4.2216 -2.0816 -3.4541 0.0 -0.1 -0.1 0.0661
C -2.8350 -0.4051 -2.3193 0.0 -0.1 0.0 -0.0384
C -2.2330 3.5955 -1.1322 0.0 0.1 0.0 -0.1730
C -3.9468 -0.7451 -3.0791 0.0 0.0 0.0 -0.1240
C -3.5159 1.9283 -2.3192 -0.1 -0.1 0.0 -0.1110
C -2.7063 -5.5359 -3.6025 0.1 0.0 -0.1 -0.1096
C -0.3579 -0.9061 -3.6703 0.1 0.1 -0.2 -0.1776
C -4.8377 0.2900 -3.4912 0.0 0.0 0.0 0.0205
C 3.3210 4.2105 -2.2451 0.0 0.0 0.0 0.0292
C 2.8460 -5.0095 5.9991 0.0 0.0 0.0 -0.1654
C -2.1237 -1.5569 -0.2848 0.0 0.0 0.0 0.0608
C -2.1535 7.2384 -0.2815 -0.1 0.0 0.0 -0.1515
C 4.0701 2.3095 0.0533 0.0 0.0 0.0 0.0297
C -0.5483 -1.2908 -2.2348 0.0 -0.1 0.2 -0.1791
C -0.7247 -1.6699 -4.8945 0.0 0.0 0.0 0.0466
B 0.2137 2.4493 -4.5983 -0.1 0.0 0.1 -1.0193
B 2.5457 -0.9296 -0.4099 -0.1 0.0 -0.1 -1.1184
H -0.3015 7.6917 0.8073 0.0 0.0 0.0 0.0775
H 3.1221 4.5031 -3.2711 0.0 0.0 0.0 0.0961
H -5.2872 -7.3427 -4.7405 0.0 0.0 0.0 0.0818
H 4.4777 0.2914 4.7822 0.0 0.0 0.0 0.0409
H 4.1995 3.3372 0.3979 0.0 0.0 0.0 0.1062
H 1.4872 2.0155 2.1474 0.0 0.0 0.0 0.0060
H 3.2703 -4.4022 6.8012 0.0 0.0 0.0 0.0436
H -1.2112 -2.6143 -4.6716 0.0 0.0 0.0 0.0773
H 1.3598 -0.3568 5.5817 0.0 0.0 0.0 0.0205
H 0.1804 0.5208 4.5844 0.0 0.0 0.0 0.0240
H 1.3896 2.8952 6.2872 0.0 0.0 0.0 0.0436
H 0.6806 -2.7017 6.8453 0.0 0.0 0.0 0.0419
H -3.6900 6.0701 -1.3397 0.0 0.0 0.0 0.1186
H 4.1037 1.6218 0.8910 0.0 0.0 0.0 0.0762
H 1.7083 -5.6504 3.1012 0.0 0.0 0.0 0.0451
H -1.3658 -1.0488 -5.5230 0.0 0.0 0.0 0.1122
H 0.5105 -4.3962 2.7773 0.0 0.0 0.0 0.0116
H 4.1153 0.4255 3.0540 0.0 0.0 0.0 0.0177
H 0.1431 -5.6937 3.9108 0.0 0.0 0.0 0.0440
H 4.8227 1.7838 3.9243 0.0 0.0 0.0 0.0478
H -1.7924 -0.6149 0.1350 0.0 0.0 0.0 0.0934
H -5.3338 2.3482 -3.4100 0.0 0.0 0.0 0.1353
H 0.1813 -1.8680 -5.4715 0.0 0.0 0.0 0.1149
H 2.3492 -5.8664 6.4609 0.0 0.0 0.0 0.0480
H -2.7254 -7.6439 -4.2667 0.0 0.0 0.0 0.1152
H 3.6672 -5.3910 5.3892 0.0 0.0 0.0 0.0447
H 3.1650 -2.0081 4.9538 0.0 0.0 0.0 0.0230
H 2.4744 3.3859 2.6711 0.0 0.0 0.0 0.0410
H 4.3862 4.0121 -2.1258 0.0 0.0 0.0 0.0978
H 3.3682 -3.0036 3.4928 0.0 0.0 0.0 0.0339
H 0.8387 3.1971 3.3003 0.0 0.0 0.0 0.0427
H -5.0836 -2.2774 -4.0774 0.0 0.0 0.0 0.1151
H -0.4468 2.7649 -0.2524 0.0 0.0 0.0 0.0885
H -0.4051 -2.6651 5.4464 0.0 0.0 0.0 0.0215
H 2.7789 1.9549 6.8447 0.0 0.0 0.0 0.0437
H -3.1819 -1.7300 -0.1093 0.0 0.0 0.0 0.1282
H -0.3241 -4.0933 6.4653 0.0 0.0 0.0 0.0457
H -4.0286 4.0027 -2.2228 0.0 0.0 0.0 0.1377
H 4.8965 2.0837 -0.6243 0.0 0.0 0.0 0.1193
H -1.6523 -5.4294 -3.3803 0.0 0.0 0.0 0.1171
H -5.6903 0.0151 -4.0980 0.0 0.0 0.0 0.1327
H -1.5259 -2.3773 0.0967 0.0 0.0 0.0 0.1049
H -1.6239 -3.6040 -1.8792 0.0 0.0 0.0 0.1488
H -2.6176 8.2131 -0.3029 0.0 0.0 0.0 0.1170
H 3.0609 5.0427 -1.5860 0.0 0.0 0.0 0.1046
H 3.0286 3.4579 5.9588 0.0 0.0 0.0 0.0464
```
Positions in Å, forces in eV/Å.

Calculated values
M (g/mol): 1027.262
Net charge: +2
2S+1: 6
Energy above the lowest of the compared OMol25 structures with the same formula, charge and spin (eV): 1.949
HOMO energy (alpha / beta) (eV): -12.46 / -12.80
Lowest unoccupied orbital energy (alpha / beta) (eV): -5.556 / -7.310

---

[3]
Computed, not measured: a molecular structure, C30H55F6N15O4RbS3 in a non-equilibrium geometry, with ωB97M-V/def2-TZVPD.

```
114
Properties=species:S:1:pos:R:3:forces:R:3:lowdin_charge:R:1
Rb 1.1793 -0.2343 0.2240 -0.1 -0.2 0.2 0.4866
S 3.1273 -2.6976 1.8747 0.8 -0.4 -1.0 0.4362
S -2.7302 -4.4630 -3.5851 1.9 -0.5 0.5 0.5950
S -0.2129 -3.7577 -1.9507 -0.5 -1.0 -1.7 0.5856
F -4.0612 -5.0443 -1.4241 -0.4 1.3 -0.5 0.0879
F 1.1024 -4.9324 -3.9880 -0.1 1.2 -0.2 0.1263
F 2.1119 -3.1984 -3.1062 -0.5 -0.1 -0.9 0.1187
F 0.3111 -2.8703 -4.4019 1.2 -0.9 0.4 0.1010
F -5.3560 -4.3113 -3.0330 1.4 0.8 0.8 0.0902
F -4.0407 -2.8400 -1.8904 -0.7 -2.1 -0.8 0.0728
O 0.2753 -4.8780 -1.1937 0.5 0.7 0.4 -0.2933
O -2.7730 -5.8863 -3.8826 -0.5 1.3 0.2 -0.3038
O -0.2062 -2.4184 -1.4058 0.2 -0.5 0.0 -0.3765
O -2.8642 -3.5396 -4.6900 -0.1 -0.3 0.7 -0.3118
N -3.4774 3.0037 -1.5310 -0.1 -0.5 0.0 -0.1934
N -1.7838 1.6007 -0.5023 0.2 0.3 0.3 0.1025
N 3.9073 -1.5637 -0.9115 1.1 -0.8 -0.9 -0.0308
N -3.6203 -2.7703 2.4035 0.0 -0.1 -0.6 -0.1863
N 4.5027 -2.7584 -0.6329 -1.4 0.2 1.7 -0.0620
N 2.0930 2.5112 1.8126 2.1 0.1 -0.3 0.0705
N 4.3405 2.1373 1.3221 -0.5 0.6 -0.2 -0.1772
N 2.9086 0.9280 -2.0447 0.7 -0.3 -1.3 0.0557
N -2.5023 1.1516 -2.6454 -0.3 1.0 0.2 -0.1581
N -1.5391 -3.8974 2.3689 0.1 -0.1 0.4 -0.1409
N 3.6904 4.2893 1.9008 0.1 1.4 0.0 -0.1527
N -0.7176 1.4993 2.6947 -1.7 0.2 -0.7 -0.1459
N -1.5821 -4.1728 -2.5524 -1.0 0.4 -0.7 -0.3147
N -1.5737 -1.5729 2.5229 -0.3 -1.5 0.1 0.0997
N 4.9659 -4.3711 0.8392 0.2 0.0 -1.1 0.0339
C 4.2109 0.3373 -4.0434 0.3 -1.0 1.9 -0.0471
C 0.9281 -3.6878 -3.5020 -1.2 0.0 1.7 -0.5897
C -2.2990 -0.4888 3.1332 -0.7 0.0 -0.4 -0.2580
C 4.1919 -3.2753 0.6188 0.3 1.1 -0.6 -0.8707
C -4.4060 -3.7645 3.1362 0.5 -0.2 -0.1 -0.0776
C -4.3261 -2.0169 1.3495 0.6 -0.3 0.7 -0.0538
C -2.2199 -2.7117 2.4291 0.5 1.1 -0.3 -0.4067
C 4.2028 -1.1831 -2.1285 -0.2 -0.4 0.6 -0.1733
C -3.4951 4.0463 -2.5606 1.1 0.7 1.1 -0.0793
C -1.3311 0.3406 -2.9749 -0.9 0.6 -0.3 -0.0274
C 3.7208 1.4014 -4.7055 -1.1 1.4 -0.2 -0.0999
C -3.6945 0.9703 -3.4510 -0.6 -0.4 0.0 -0.0649
C -1.4254 2.6031 0.5022 0.0 -0.3 0.3 -0.2011
C -4.1409 -4.1202 -2.4209 -0.2 -0.3 0.3 -0.5649
C -0.2209 -3.9593 3.0053 0.1 0.0 0.0 -0.0582
C -2.5485 1.9132 -1.4825 -0.1 -0.1 -0.8 -0.3808
C 2.8021 2.2627 -4.0767 -0.2 -0.8 0.9 -0.0772
C 4.4469 0.8362 1.9096 0.2 -0.8 -0.5 -0.0684
C 2.8547 5.3729 1.3749 0.1 -0.2 0.2 -0.0739
C -1.9435 -4.9592 1.4501 -0.2 0.0 -0.4 -0.0367
C 5.0032 4.8127 2.3715 -0.8 -0.3 -0.7 -0.0636
C 2.4359 1.9823 -2.7499 1.0 -0.5 -0.5 -0.1635
C 1.2062 3.2453 2.6449 -1.0 0.7 0.1 -0.2686
C 5.3084 2.5583 0.3397 1.2 1.9 0.5 -0.0656
C -1.7807 2.2732 1.9807 -0.4 -1.0 -0.3 -0.1722
C 3.3280 2.9679 1.7136 -1.2 -0.5 -0.7 -0.4052
C 3.7810 0.0759 -2.6994 -1.1 1.0 -0.4 -0.2453
C -1.3819 0.5824 3.6847 0.9 0.8 0.5 -0.1875
C -4.6558 3.0112 -0.6557 0.6 0.3 0.8 -0.0830
C 0.2123 2.3740 3.4136 0.4 -1.1 -0.1 -0.2104
H -2.9426 -0.9048 3.9406 0.3 0.5 -0.1 0.1274
H -4.8629 2.0380 -0.1475 0.7 0.6 -0.4 0.0938
H 4.9389 -0.3471 -4.4668 -0.2 0.1 -0.1 0.1064
H 0.6555 -3.7200 2.3656 -0.7 -0.3 0.1 0.0213
H -1.1735 -5.1238 0.6729 -0.4 0.3 0.2 0.0748
H 3.4942 6.0529 0.8074 0.0 0.0 -0.2 0.0774
H 5.5052 0.7471 2.1839 -0.1 -0.5 0.3 0.0896
H 3.9762 1.5795 -5.7305 0.2 0.1 -0.4 0.0961
H 4.7174 -1.8848 -2.8192 -0.1 0.5 0.6 0.1114
H -1.8737 3.5695 0.2527 0.1 0.2 0.0 0.0991
H -2.9438 3.8608 -3.4796 0.1 -0.7 0.1 0.0770
H 5.4771 -4.7055 0.0204 -0.2 0.2 0.6 0.0904
H -4.8046 -2.7243 0.6647 -0.1 0.2 0.0 0.0746
H 5.7895 1.7234 -0.1858 -0.5 0.1 0.1 0.0908
H -4.5159 4.2724 -2.8119 -0.5 0.1 -0.3 0.0616
H -1.3929 0.1008 -4.0420 0.2 0.1 0.1 0.0951
H 2.0517 5.0198 0.7131 0.3 -0.1 0.4 0.0919
H -3.0289 5.0045 -2.1679 -0.5 -0.8 -0.2 0.0914
H -3.7283 -0.0878 -3.7954 0.0 0.7 0.1 0.0959
H -5.5294 3.1797 -1.2956 -0.1 0.3 0.3 0.0674
H 4.9578 -4.9102 1.6740 -0.4 0.0 0.4 0.0632
H -3.7848 1.6570 -4.3294 0.2 -0.5 0.5 0.0843
H -1.9350 1.2165 4.4438 0.3 -0.5 -0.5 0.1279
H 3.7885 0.8028 2.7848 0.3 -0.2 -0.2 0.0918
H -3.6286 -1.3855 0.7859 0.0 -0.4 0.1 0.0908
H 4.1931 0.0123 1.2053 0.1 0.4 0.5 0.0368
H 1.7437 2.6489 -2.2372 0.0 -0.2 0.1 0.0991
H 5.5078 4.0647 2.9828 0.1 -0.1 -0.3 0.0871
H -2.7469 1.6921 2.0359 1.1 0.6 -0.4 0.1052
H -0.1100 -4.9551 3.4480 0.1 0.0 -0.2 0.0809
H 0.7411 1.6423 4.0220 0.4 0.4 0.4 0.1132
H 1.8135 3.8430 3.3717 -0.8 -0.2 -0.2 0.1253
H -0.2041 -3.2413 3.8312 -0.1 -0.1 -0.2 0.0789
H 4.8611 3.2930 -0.3866 0.3 -1.0 0.5 0.1041
H -3.0012 -0.0171 2.4247 0.0 -0.2 0.1 0.0755
H -4.5462 3.8169 0.1489 -0.5 -0.9 -0.9 0.0960
H -0.4424 0.9351 -2.7741 0.2 -0.3 0.1 0.0751
H -2.0354 3.2049 2.5048 0.4 0.2 0.1 0.1076
H -3.7190 -4.2925 3.8579 -0.9 0.7 -0.5 0.1024
H 6.1564 3.1548 0.8496 -0.8 -0.9 -0.8 0.0789
H 2.2952 3.0509 -4.6039 0.1 0.3 -0.1 0.0845
H 5.6121 5.1330 1.4738 -0.4 -0.2 1.1 0.0891
H 0.5308 3.9515 2.0865 0.8 -0.2 0.2 0.1063
H 4.8198 5.6782 3.0412 0.0 -0.3 -0.5 0.0864
H -0.3193 2.6851 0.4850 -0.5 0.2 -0.1 0.0854
H -4.8696 -4.5688 2.4974 0.4 0.7 0.3 0.0840
H -0.5508 0.0663 4.2000 -0.4 0.2 0.0 0.1162
H -2.9013 -4.6628 0.9957 0.5 -0.1 -0.1 0.0748
H -1.3736 -0.5832 -2.4343 0.5 -0.6 0.4 0.0601
H -4.5894 1.1220 -2.8169 0.4 0.0 -0.4 0.0864
H -5.2222 -3.1911 3.6313 0.4 -0.7 0.1 0.0819
H -5.0498 -1.3531 1.8156 -0.4 0.1 -0.1 0.0753
H -0.3452 3.0744 4.0214 -0.4 0.3 0.7 0.1053
H -2.1362 -5.9497 1.8914 0.2 0.3 0.5 0.0840
H 2.4422 5.9714 2.1942 -0.3 -0.1 -0.1 0.0827
```
Positions in Å, forces in eV/Å.

Calculated values
M (g/mol): 985.528
Net charge: -1
2S+1: 1
Energy above the lowest of the compared OMol25 structures with the same formula, charge and spin (eV): 0.108
HOMO energy (alpha / beta) (eV): -4.38 / -4.38
Lowest unoccupied orbital energy (alpha / beta) (eV): 1.706 / 1.706

---

Question: Among the records above, which one has the lowest 2S+1?
Answer: C30H55F6N15O4RbS3

---

Question: Among the records above, which one has the highest 2S+1?
Answer: C36H46B2F4MnN6O4S2Si2Te

---

Question: Among the records above, which one has the lowest net charge?
Answer: C30H55F6N15O4RbS3

---

Question: The highest 2S+1 belongs to which entry?
Answer: C36H46B2F4MnN6O4S2Si2Te